Computed, not measured: a structure of composition C28H53BrCaFMgN4O16 at a distorted geometry, with the ωB97M-V functional and the def2-TZVPD basis.

Each line ends with the Löwdin charge.
Atoms and positions in Å:
N  3.730312  6.510681  -1.744469  0.05
C  2.765512  6.011811  -2.798880  -0.21
C  1.663840  5.037389  -2.214922  -0.13
N  2.327238  3.714246  -2.029418  -0.02
C  2.054748  3.060606  -0.765906  -0.13
O  2.786910  3.787273  0.289317  -0.32
O  4.117389  3.268149  0.330082  0.03
C  2.142875  2.844636  -3.172391  -0.48
O  1.181657  1.858111  -2.922513  0.10
F  1.745709  3.528631  -4.266449  0.14
C  3.517171  2.192009  -3.533526  -0.54
O  4.239131  1.715579  -2.636253  -0.02
O  3.845648  2.186208  -4.740226  0.04
H  4.494068  5.840378  -1.660099  0.09
H  3.291235  6.510744  -0.831603  -0.09
H  3.388094  5.374609  -3.429547  0.11
H  2.305919  6.849767  -3.362211  -0.11
H  1.350700  5.406654  -1.209338  0.01
H  0.739137  5.029041  -2.792921  0.13
H  2.467774  2.055778  -0.755660  0.13
H  1.006092  3.080897  -0.451847  0.16
H  4.604099  3.890303  0.894438  0.12
H  0.717692  1.734261  -3.762693  0.14
N  4.867379  -0.097700  -4.510366  0.17
H  4.823047  -0.435171  -3.529911  0.11
H  4.398642  -0.771794  -5.126611  0.17
H  4.362922  0.914888  -4.584184  0.05
H  5.841786  -0.001997  -4.820038  -0.01
Ca  7.313207  -0.039512  -3.465170  1.57
C  1.793735  0.248309  1.414248  -0.06
C  1.802467  1.361394  2.446525  -0.21
O  0.496092  1.596638  2.972023  0.03
C  0.075904  0.695770  3.873829  -0.61
O  0.707859  -0.249376  4.263109  0.13
O  -1.153663  1.027812  4.242948  0.02
C  -1.771258  0.097964  5.143572  -0.03
H  1.057136  0.457206  0.634767  0.08
H  2.777958  0.139748  0.953368  0.08
H  1.521501  -0.703703  1.866636  0.08
H  2.109450  2.287779  1.968496  0.09
H  2.508937  1.156213  3.251159  0.13
H  -1.144783  -0.082646  6.013814  0.10
H  -1.985131  -0.835096  4.625166  0.10
H  -2.708362  0.536973  5.473552  0.09
C  8.064756  -4.883541  -5.969298  -0.12
C  8.838230  -4.395092  -4.725398  -0.51
O  8.284175  -3.264636  -4.221962  -0.35
H  8.089799  -4.135930  -6.763569  0.06
H  8.515837  -5.799736  -6.361667  0.07
H  7.024018  -5.105614  -5.727218  0.06
H  9.894677  -4.321008  -5.041932  0.10
H  8.853715  -5.262414  -4.034778  0.11
C  -4.596859  -5.526266  7.821291  -0.10
C  -5.635177  -4.431511  7.599459  -0.26
C  -5.358543  -3.579879  6.362294  -0.22
C  -4.046210  -2.797166  6.397256  -0.23
C  -3.884043  -1.843268  7.580016  -0.27
C  -4.931534  -0.733451  7.610915  -0.11
H  -3.603249  -5.111735  8.001620  0.07
H  -4.862567  -6.131867  8.689686  0.07
H  -4.541956  -6.185579  6.953562  0.06
H  -5.702046  -3.801380  8.491378  0.10
H  -6.616129  -4.899275  7.482759  0.11
H  -6.192938  -2.886768  6.217391  0.10
H  -5.350870  -4.227350  5.480440  0.11
H  -3.962063  -2.225265  5.466142  0.10
H  -3.206125  -3.497541  6.394279  0.10
H  -2.891748  -1.384880  7.521115  0.09
H  -3.909226  -2.394901  8.523058  0.10
H  -4.901979  -0.142577  6.691896  0.06
H  -4.747731  -0.058142  8.448165  0.07
H  -5.939270  -1.133119  7.727772  0.07
C  4.689251  5.678540  -6.297962  -0.83
O  3.611575  5.190524  -6.723147  -0.05
O  5.303198  4.830645  -5.332629  -0.04
O  5.260326  6.724218  -6.569012  0.01
H  4.623671  4.135906  -5.363986  0.02
Mg  2.197786  5.706714  0.147154  0.96
C  -4.029158  4.406347  -8.052586  -0.06
C  -3.065618  5.231106  -8.617607  -0.05
C  -2.082696  5.796074  -7.822346  0.01
C  -2.079318  5.519938  -6.465689  -0.14
C  -3.036590  4.704971  -5.884934  -0.01
C  -4.016700  4.147128  -6.687449  -0.07
N  -1.026150  6.097474  -5.624254  -0.33
O  -0.218614  6.826411  -6.193111  -0.14
O  -1.023332  5.812106  -4.445833  0.01
H  -4.792709  3.962951  -8.678035  0.11
H  -3.078591  5.432114  -9.679634  0.11
H  -1.332900  6.437458  -8.262076  0.13
H  -3.026192  4.501779  -4.824348  0.11
H  -4.770703  3.507220  -6.250191  0.11
Br  1.068788  8.021455  -4.498785  0.42
O  -3.973835  -6.952374  4.134540  0.12
C  -4.493591  -7.991449  4.418581  -0.49
O  -5.550309  -8.079745  5.262534  0.01
C  -5.880436  -9.461340  5.493730  -0.15
C  -5.308298  -10.213913  4.301717  -0.16
C  -4.079819  -9.376056  3.958498  -0.07
H  -5.428078  -9.771868  6.437931  0.13
H  -6.960143  -9.563689  5.570643  0.13
H  -5.088458  -11.257495  4.517866  0.12
H  -6.015457  -10.185286  3.471406  0.12
H  -3.201068  -9.685692  4.525965  0.13
H  -3.861835  -9.379813  2.894492  0.12

Atoms 1-6, force components in eV/Å:
-0.6 -1.0 -1.1
0.3 -0.6 1.2
1.5 0.3 -0.7
-1.4 0.2 0.4
1.0 0.2 -0.5
-0.7 -0.2 0.0

Summary:
Total charge ... +1
Energy ... -165234.466 eV
Spin multiplicity ... 1
Strongest force on any atom ... 2.75 eV/A